The following is a quantum chemistry calculation of a structure of composition C57H57BaBrN2O10P2S, from the Open Molecules 2025 dataset.

```
131
Properties=species:S:1:pos:R:3:forces:R:3:lowdin_charge:R:1
Ba -0.0475 0.5327 2.3657 -1.49 -0.70 -0.38 2.028
O -2.0278 -2.2746 -4.0630 0.57 0.35 -0.65 -0.068
C -2.4072 -3.5757 -3.7871 -1.42 0.42 0.09 -0.230
C -2.4888 -4.6133 -4.7202 -0.19 -0.45 0.31 -0.010
C -3.0643 -5.8425 -4.3156 0.72 0.61 -0.16 -0.073
C -3.5094 -6.0082 -3.0160 0.10 -0.54 0.42 -0.089
C -3.4923 -4.9403 -2.1293 -0.15 -0.08 -0.49 -0.096
C -2.9946 -3.7042 -2.4873 0.39 -1.21 -1.71 -0.330
P -2.8498 -2.3990 -1.3288 1.07 1.51 1.47 1.094
C -2.8670 -3.3054 0.2616 0.58 -0.79 0.15 -0.374
C -1.8546 -4.2776 0.4762 -0.38 0.13 0.46 -0.110
C -1.7557 -4.9793 1.6795 0.25 0.74 -0.69 -0.090
C -2.5885 -4.6017 2.7278 -0.37 -1.01 0.91 -0.116
C -3.6890 -3.8000 2.4928 0.26 0.65 -0.70 -0.085
C -3.7919 -3.1140 1.2717 -0.62 0.05 0.43 -0.084
C -4.3842 -1.4561 -1.2820 -0.84 0.78 0.19 -0.379
C -5.6027 -1.7671 -1.9287 0.78 -0.71 -0.03 -0.080
C -6.6413 -0.8458 -1.9748 0.67 -0.40 -0.07 -0.100
C -6.4750 0.4092 -1.4161 0.10 -0.08 0.06 -0.096
C -5.3472 0.6946 -0.6657 0.95 -0.75 1.03 -0.065
C -4.2947 -0.2493 -0.5484 -0.66 0.35 -0.98 -0.100
C -1.3584 -1.9591 -5.2598 -0.80 0.00 1.21 -0.249
C -2.0354 -2.1129 -6.4604 -0.03 -0.33 0.50 -0.030
C -1.2846 -2.1451 -7.6062 0.10 0.50 -0.79 -0.087
C 0.0790 -1.9289 -7.5391 1.32 -0.15 0.07 -0.075
C 0.6896 -1.5734 -6.3200 -0.01 0.27 -1.33 -0.078
C -0.0539 -1.4500 -5.1632 -1.00 -1.48 -0.04 -0.316
P 0.5706 -0.8751 -3.5586 -0.70 -0.48 0.10 1.120
C 1.4281 0.5993 -4.1548 -0.01 0.78 0.17 -0.405
C 0.6753 1.7814 -4.3722 0.32 -0.16 0.57 -0.082
C 1.3007 3.0237 -4.3806 -0.12 -0.62 -0.35 -0.075
C 2.6774 3.1061 -4.2294 -0.29 -1.01 -0.08 -0.099
C 3.4232 1.9566 -4.2265 0.66 -1.30 0.20 -0.089
C 2.7992 0.6967 -4.1523 1.13 0.23 -0.40 -0.113
C 1.8472 -2.1302 -3.1778 0.43 -0.75 -1.03 -0.360
C 1.8816 -3.4379 -3.7701 -0.60 0.82 0.28 -0.068
C 2.8108 -4.3775 -3.3660 0.09 -0.12 0.26 -0.087
C 3.7645 -4.0568 -2.3915 -0.38 -0.68 -0.03 -0.098
C 3.7337 -2.8102 -1.8172 -0.10 0.72 0.32 -0.084
C 2.8043 -1.8259 -2.2306 1.11 -1.37 0.17 -0.122
H -2.1469 -4.5266 -5.7568 -0.06 0.16 0.58 0.109
H -3.0924 -6.6375 -5.0590 -0.06 0.02 0.32 0.103
H -3.7906 -6.9656 -2.5697 -0.22 0.13 -0.70 0.107
H -3.9021 -5.0711 -1.1425 0.01 -0.08 0.18 0.107
H -1.1200 -4.4733 -0.2903 -0.03 -0.11 -0.30 0.099
H -1.0403 -5.8025 1.7611 -0.02 0.53 0.23 0.103
H -2.4110 -4.9941 3.7407 -0.28 -0.16 -0.57 0.105
H -4.5014 -3.6817 3.1983 0.32 0.17 0.33 0.108
H -4.6100 -2.3966 1.1706 0.23 -0.27 -0.17 0.109
H -5.7032 -2.7644 -2.4103 0.01 0.83 0.32 0.110
H -7.5632 -1.1263 -2.4455 -0.29 0.05 -0.29 0.093
H -7.2406 1.1444 -1.5795 -0.27 0.26 0.28 0.096
H -5.2941 1.5680 -0.0152 -0.03 0.05 -0.48 0.106
H -3.4066 -0.0119 0.0643 -0.70 -0.18 -0.51 0.085
H -3.1056 -2.2872 -6.4782 0.13 -0.13 0.15 0.134
H -1.7689 -2.2947 -8.5647 0.08 -0.11 0.04 0.110
H 0.7155 -2.0710 -8.4298 -0.47 0.24 0.53 0.111
H 1.7604 -1.3898 -6.2980 -0.11 0.17 -0.03 0.115
H -0.4072 1.7170 -4.4013 0.00 0.03 -0.11 0.105
H 0.7575 3.9287 -4.5715 -0.43 0.21 0.25 0.102
H 3.1670 4.0128 -4.0579 0.53 1.48 -0.23 0.086
H 4.5215 1.9680 -4.2546 -0.49 0.23 0.19 0.107
H 3.4236 -0.2102 -4.0970 -0.36 0.58 0.03 0.108
H 1.1434 -3.7089 -4.5359 0.28 0.17 0.40 0.104
H 2.7639 -5.4040 -3.7306 0.05 0.35 -0.21 0.106
H 4.4643 -4.8317 -2.0548 -0.25 0.45 -0.10 0.108
H 4.4050 -2.5969 -0.9834 0.00 0.17 -0.37 0.102
H 2.9772 -0.8339 -1.8714 -0.46 0.47 0.45 0.071
O -5.5782 0.8237 2.9114 1.78 -0.87 -0.93 -0.017
C -4.3370 0.7091 2.9570 -0.74 0.89 1.45 -0.545
O -3.5382 -0.0250 2.2857 0.00 0.70 0.90 -0.119
C -3.8015 1.6789 4.1802 -2.11 1.66 0.40 -0.142
C -4.8733 2.4539 4.7916 0.54 -0.55 -0.82 -0.020
C -4.5495 3.4267 5.6912 -0.13 0.72 1.15 -0.099
C -3.2784 3.5610 6.2925 -0.13 -0.72 -1.13 -0.073
C -2.3454 2.7275 5.7234 0.54 -0.14 -0.92 -0.142
N -2.5974 1.9728 4.5992 1.47 -1.36 0.48 0.074
H -5.9089 2.3497 4.4710 0.48 -0.09 -0.02 0.106
H -5.3054 4.1222 6.0190 -0.40 -0.03 0.06 0.094
H -3.0401 4.2947 7.0686 -0.17 -0.45 -0.27 0.102
H -1.3093 2.6755 6.0906 -0.43 0.11 -0.38 0.101
O -1.9369 4.2067 -0.9048 0.38 0.47 0.28 -0.091
H -1.7764 5.1311 -0.5554 -0.10 -0.73 -0.23 0.013
H -2.5509 4.2573 -1.6434 0.04 0.06 0.14 0.049
O 2.1169 -1.1010 2.0185 1.11 0.02 0.21 -0.257
H 2.5211 -1.9067 2.3995 -0.46 0.65 -0.31 0.064
H 2.8929 -0.4958 1.7633 -0.74 -0.51 -0.08 -0.002
O -0.5250 1.8251 0.0428 -0.70 2.10 -0.42 -0.255
H -0.2581 1.3165 -0.7172 0.03 -0.31 -0.69 0.012
H -0.9202 2.6970 -0.3457 0.46 -1.60 0.79 0.062
O -1.6281 -1.1489 3.7607 -0.48 0.50 -0.86 -0.264
H -1.9891 -1.8550 4.2894 0.04 -0.37 0.24 0.031
H -2.4343 -0.8044 3.2319 0.41 -0.07 0.38 -0.015
Br 2.3756 -1.9894 7.1762 0.30 0.31 -0.16 0.724
C 3.0652 -0.3440 6.5020 -0.47 1.26 -0.30 -0.669
C 4.1841 0.2729 7.0433 0.29 -0.56 1.08 -0.130
C 4.5919 1.5265 6.5841 0.65 -0.38 -0.04 -0.078
C 3.9970 2.1594 5.5020 -0.95 -1.16 1.15 -0.008
C 2.7799 1.6210 5.0887 0.90 -0.63 -0.22 -0.140
C 2.3012 0.3945 5.5857 0.54 -0.37 0.68 -0.064
C 1.9790 2.3165 4.0537 -1.75 -0.16 0.46 -0.642
O 2.3955 3.2207 3.3333 0.28 -0.43 0.22 0.021
O 0.7682 1.8418 4.0729 0.75 1.42 -0.24 -0.448
H 4.6800 -0.2018 7.9230 -0.27 0.48 -0.94 0.115
H 5.4258 1.9844 7.0898 0.26 0.08 -0.01 0.100
H 4.3446 3.0869 5.1130 0.17 0.51 -0.28 0.111
H 1.3032 0.0261 5.3830 0.17 0.19 -0.41 0.097
C 7.9832 2.0909 -0.1350 -0.42 0.86 0.39 -0.045
C 6.6457 1.5387 0.2699 -0.61 -0.19 0.26 -0.225
C 6.4805 0.8559 1.5121 0.17 0.43 -1.43 -0.011
C 5.2196 0.4068 1.8315 -0.50 0.22 1.35 -0.140
N 4.1249 0.5793 1.0860 0.68 -0.08 -0.65 0.029
C 4.2921 1.1767 -0.1098 -0.02 -0.02 0.80 -0.108
C 5.5029 1.7153 -0.5493 0.26 -0.93 1.24 -0.001
H 8.7621 1.3842 -0.0041 0.72 -0.86 0.21 0.068
H 8.2474 2.9505 0.4943 -0.14 -0.13 -0.01 0.095
H 8.0425 2.4415 -1.1541 -0.32 0.01 -0.37 0.075
H 7.3066 0.6457 2.1946 -0.17 0.26 -0.32 0.120
H 5.0321 -0.0152 2.8386 0.21 0.01 -0.69 0.124
H 3.3700 1.2343 -0.6663 0.04 0.26 -0.46 0.102
H 5.5569 2.2023 -1.5064 0.08 0.14 -0.15 0.101
C -0.2510 6.9563 2.8597 0.49 -0.37 0.58 -0.259
S -0.5236 5.6234 1.7149 1.32 -0.25 -0.58 0.869
C 1.2967 5.2456 1.2676 -2.00 -0.32 1.42 -0.175
O -1.0827 6.4052 0.5662 -0.42 -0.24 -0.92 -0.579
H 0.6125 7.4938 2.4982 0.00 0.52 -0.11 0.044
H -0.0186 6.5718 3.8459 -0.06 -0.10 0.26 0.054
H -1.1609 7.5533 2.8744 0.10 -0.07 -0.07 0.060
H 1.2981 4.7000 0.3385 -0.17 -0.19 -0.28 0.041
H 1.6590 4.6303 2.1024 0.13 0.16 -0.36 0.013
H 1.7888 6.1827 1.1857 0.48 0.80 -0.17 0.030
```
Forces are in eV/Å.

Its total energy is -183639.5055 eV. For the maximum force, the calculation gives 2.710 eV/Å. The highest occupied orbital energy comes out at -7.27 eV. The charge is 0. The calculation puts the relative energy (zero: lowest compared OMol25 entry of this formula, charge and spin) at 17.4 kJ/mol. Its LUMO energy is 0.030 eV.